Version A
The following is a quantum chemistry calculation of the ion C6H11N4 with charge +1, from the OMol25 dataset.

The value obtained for the LUMO energy is -3.39 eV.

Geometry as ORCA input:
```
! RIJCOSX wB97M-V def2-TZVPD def2/J DEFGRID3
* xyz 1 1
C -1.3888 0.4978 0.6719
C -1.3542 1.3203 -0.3968
C -0.1157 -1.3601 1.5344
C 0.7244 0.4803 -1.2775
C -0.6327 2.2563 -2.5240
C 0.9815 -2.5448 3.2686
N -0.4931 -0.4492 0.9481
N -0.4185 1.3442 -1.3554
N 0.4059 -2.4097 1.9813
N 1.5295 0.6268 -2.2558
H -2.3724 0.3342 1.2766
H -2.1508 2.0065 -0.6903
H -1.4680 2.9130 -2.4020
H 0.1703 2.9822 -2.5134
H -0.4601 1.6786 -3.5079
H 1.5677 -1.6984 3.6011
H 0.1431 -2.6249 3.9632
H 1.4922 -3.4451 3.2933
H 0.1255 -3.2622 1.7085
H 2.4185 0.1258 -2.2394
H 1.2956 1.2283 -3.0844
*
```

Version B
The following is a quantum chemistry calculation of a cluster of 2 separate species, C6H11N4 in total, from the OMol25 dataset.

The value obtained for the LUMO energy is -4.36 eV.

Geometry as ORCA input:
```
! RIJCOSX wB97M-V def2-TZVPD def2/J DEFGRID3
* xyz 1 1
C -2.7077 -2.5069 -0.1302
C -2.0301 -1.4164 -0.6283
C 2.5112 0.1891 0.4506
C 1.9385 1.2618 1.1689
C 1.0277 0.6454 0.0471
C 1.0090 1.5481 -1.0806
N -2.5701 -2.5887 1.1863
N -1.7437 -1.6198 1.4335
N -1.4374 -0.8284 0.3835
N -0.0200 1.6655 -1.8919
H -3.2651 -3.1757 -0.6365
H -1.8598 -1.0495 -1.6744
H 3.2766 0.5075 -0.1958
H 2.6760 -0.6765 0.9487
H 1.5150 1.1571 2.1794
H 2.2704 2.3140 1.2208
H 1.7815 2.3990 -1.1838
H 0.1877 -0.1074 0.2297
H -0.8635 1.1186 -2.0244
H -0.1956 2.6558 -2.1730
H -1.5004 -1.4926 2.3704
*
```

Comparing the structures above, version B comes out on top by 0.607 eV.